C27H53ClFN2O18 | wB97M-V/def2-TZVPD

Summary:
net charge = +1
electronic energy = -83925.745 eV

XYZ file:
```
102
C27H53ClFN2O18 (wB97M-V/def2-TZVPD)
C -0.016 1.487 3.049
C -0.363 0.235 2.191
O -1.646 0.536 1.588
C 0.626 0.031 0.974
O 1.765 -0.795 1.287
C 1.463 -2.158 1.204
C 1.932 -2.901 -0.104
C 1.880 -2.045 -1.410
C 3.260 -1.328 -1.726
C 3.732 -1.533 -3.208
Cl 3.049 0.450 -1.405
N 1.130 -4.123 -0.231
C 1.190 -4.995 0.953
C 1.205 -4.257 2.348
N 1.973 -2.966 2.356
C 2.008 -2.256 3.667
C 3.348 -1.509 3.923
O 3.405 -0.492 4.451
F 4.538 -2.093 3.546
H -0.648 1.444 3.968
H 1.056 1.462 3.346
H -0.252 2.438 2.522
H -0.521 -0.693 2.791
H -2.034 -0.284 1.236
H -0.005 -0.391 0.149
H 0.959 1.027 0.601
H 0.343 -2.243 1.236
H 3.000 -3.236 0.016
H 1.026 -1.341 -1.480
H 1.744 -2.776 -2.248
H 4.063 -1.730 -1.063
H 3.920 -0.535 -3.667
H 4.706 -2.076 -3.273
H 3.008 -2.075 -3.852
H 0.181 -3.944 -0.548
H 0.251 -5.601 0.941
H 2.025 -5.731 0.933
H 0.177 -4.040 2.712
H 1.689 -4.920 3.111
H 2.955 -3.203 2.126
H 1.205 -1.513 3.822
H 1.934 -3.046 4.458
C 2.758 -6.604 6.991
O 1.987 -7.798 7.092
C 1.386 -8.169 5.958
O 1.447 -7.588 4.900
O 0.708 -9.289 6.198
C 0.008 -9.812 5.068
H 3.192 -6.411 7.970
H 3.567 -6.728 6.270
H 2.124 -5.759 6.718
H 0.703 -10.067 4.268
H -0.739 -9.100 4.716
H -0.501 -10.718 5.389
C -3.661 2.617 1.778
O -5.042 2.913 2.001
C -5.606 2.190 2.979
O -5.054 1.353 3.647
O -6.885 2.562 3.084
C -7.619 1.870 4.096
H -3.314 3.259 0.969
H -3.072 2.833 2.670
H -3.535 1.584 1.477
H -7.187 2.056 5.079
H -7.649 0.800 3.886
H -8.636 2.255 4.084
C -5.477 8.402 -1.777
O -6.239 7.663 -0.825
C -5.934 6.362 -0.775
O -5.099 5.806 -1.447
O -6.709 5.788 0.146
C -6.485 4.382 0.306
H -5.805 9.438 -1.733
H -4.416 8.363 -1.531
H -5.652 8.026 -2.786
H -5.475 4.196 0.623
H -6.701 3.853 -0.624
H -7.164 4.023 1.075
C 6.531 -1.065 -8.187
O 5.776 -2.043 -8.902
C 5.001 -2.812 -8.133
O 4.900 -2.740 -6.933
O 4.358 -3.675 -8.925
C 3.486 -4.568 -8.236
H 7.116 -0.507 -8.915
H 5.868 -0.372 -7.668
H 7.213 -1.543 -7.484
H 2.700 -4.017 -7.719
H 4.045 -5.188 -7.535
H 3.025 -5.215 -8.980
C 1.605 9.860 -3.851
O 1.034 8.566 -3.654
C -0.291 8.575 -3.468
O -0.997 9.549 -3.457
O -0.694 7.311 -3.297
C -2.100 7.169 -3.087
H 2.676 9.726 -3.990
H 1.194 10.330 -4.745
H 1.443 10.490 -2.977
H -2.657 7.532 -3.950
H -2.407 7.692 -2.182
H -2.310 6.109 -2.961
```

Here are the Mulliken charges for atoms 1 to 5, given in e:
1. C -1.61
2. C 0.28
3. O -0.43
4. C -0.35
5. O -0.34